38
Properties=species:S:1:pos:R:3:forces:R:3 method="wB97M-V/def2-TZVPD" e_above_lowest_ev=0.925 homo_ev=-5.4 homo_lumo_gap_ev=7.20 smiles="Cc1ccc([S@@](=O)([O-])=NC(=O)[C@H](c2cccc([N+](=O)[O-])c2)[N+](=O)[O-])cc1" charge=-1
C 1.60625 2.63288 -5.90598 -0.154 -0.378 0.220
C 1.41748 1.55828 -4.84465 0.491 -0.328 0.188
C 0.26839 1.51147 -4.06292 -0.333 0.303 -0.089
C 0.09683 0.57726 -3.04398 0.664 0.234 -0.794
C 1.11384 -0.34150 -2.80833 -0.690 0.304 1.111
S 0.92335 -1.63133 -1.56707 2.580 0.020 3.382
O -0.35438 -2.22891 -1.73480 -1.024 -0.210 -0.366
O 2.13915 -2.42392 -1.70684 -1.021 0.428 -0.031
N 0.94360 -0.83034 0.14427 -0.448 0.392 -3.799
C 1.06106 -1.54140 1.18567 0.383 -1.229 3.770
O 1.26986 -2.64233 1.70951 -0.205 -0.114 -2.359
C 0.85347 -0.63448 2.75071 -1.289 -0.171 0.590
C -0.58648 -0.74534 3.26002 -0.287 -0.122 -0.591
C -1.05091 -2.04034 3.53308 -0.471 0.022 0.513
C -2.38546 -2.23712 3.93548 0.342 0.223 0.221
C -3.28670 -1.18476 4.12648 1.290 0.145 -0.624
C -2.80808 0.11208 3.90341 1.934 -1.780 -0.675
N -3.70001 1.19338 4.13360 -1.231 1.652 0.290
O -3.29650 2.36740 3.98738 -1.040 -2.129 0.347
O -4.85310 0.85973 4.48533 1.480 1.399 -0.485
C -1.48299 0.32209 3.43962 -0.880 0.258 0.433
N 1.31496 0.74522 2.76198 2.363 1.074 0.874
O 2.56009 0.82728 2.88220 -1.755 0.333 -0.377
O 0.58632 1.75119 2.71524 1.403 -1.322 -0.612
C 2.26797 -0.31896 -3.55182 0.556 0.067 -0.633
C 2.40911 0.60190 -4.57915 -0.495 0.730 -0.389
H 2.55786 2.48839 -6.42504 -0.098 0.128 0.098
H 0.80777 2.58166 -6.65536 0.088 0.056 0.130
H 1.58253 3.63385 -5.45033 0.062 -0.286 -0.162
H -0.50487 2.24671 -4.29529 0.011 -0.231 0.315
H -0.80232 0.57861 -2.47675 -0.514 -0.138 0.457
H 1.48257 -1.26357 3.47279 -0.485 1.370 -1.521
H -0.33762 -2.87873 3.47000 -0.597 0.447 -0.129
H -2.71404 -3.23567 4.18637 -0.033 -0.125 -0.172
H -4.31274 -1.33639 4.38102 -0.255 -0.177 0.276
H -1.13884 1.33506 3.24607 -0.473 -0.482 0.140
H 3.06901 -1.01733 -3.38414 -0.052 -0.236 0.269
H 3.28355 0.60795 -5.21780 0.184 -0.126 0.181